Entry 1:
{"formula": "C23H34BBrCaCsF2ILi2N2O9", "method": "wB97M-V/def2-TZVPD", "species": ["C", "C", "C", "C", "O", "C", "C", "C", "I", "C", "O", "N", "H", "H", "H", "H", "H", "H", "H", "H", "H", "H", "H", "H", "H", "H", "C", "C", "N", "H", "H", "H", "Li", "B", "O", "C", "O", "C", "O", "O", "F", "F", "C", "C", "C", "O", "H", "H", "H", "H", "H", "H", "H", "C", "C", "C", "C", "C", "C", "H", "H", "H", "H", "H", "H", "Cs", "O", "C", "C", "O", "H", "H", "H", "H", "Li", "Ca", "Br"], "positions_angstrom": [[0.57561, -3.50697, 0.83792], [0.67826, -1.98014, 1.20894], [2.07761, -1.59269, 1.74858], [2.19927, -0.07600, 2.00377], [2.98421, 0.25693, 3.14917], [4.18334, -0.44774, 3.16154], [5.06857, -0.44602, 1.92062], [6.10992, -1.43943, 2.46021], [8.10488, -1.32568, 1.29765], [6.19642, -0.97473, 3.90408], [6.99334, -1.34455, 4.77088], [5.20928, -0.03785, 4.12830], [1.59693, -3.93760, 0.72964], [0.02880, -4.01590, 1.68041], [-0.00948, -3.66129, -0.05777], [0.41917, -1.35385, 0.36452], [-0.08051, -1.82931, 1.97286], [2.17756, -2.06503, 2.75120], [2.89824, -1.98453, 1.15389], [2.67404, 0.37069, 1.13749], [1.19496, 0.30771, 2.10484], [3.99752, -1.48358, 3.48106], [4.59489, -0.68231, 0.98346], [5.56755, 0.51799, 1.98083], [5.58808, -2.38857, 2.34271], [4.91664, 0.06226, 5.08991], [-1.85172, 1.48566, -0.43929], [-0.40904, 1.37687, -0.34178], [0.72537, 1.28575, -0.26443], [-2.28769, 0.52211, -0.70090], [-2.25620, 1.80550, 0.53088], [-2.11170, 2.21607, -1.22131], [-3.42428, 2.96267, -0.12975], [6.15244, -1.24282, -3.84319], [7.09045, -2.44304, -3.60328], [6.71632, -2.99580, -2.45676], [7.28163, -3.95679, -1.97178], [5.53151, -2.21753, -1.85820], [5.00326, -2.47931, -0.81024], [5.24498, -1.23231, -2.65887], [5.47902, -1.42591, -4.99778], [6.92992, -0.10093, -3.88856], [1.24908, -3.48862, -5.40164], [1.57224, -2.75305, -4.08435], [1.91782, -1.28875, -4.42864], [2.63451, -3.35097, -3.48073], [2.10972, -3.48453, -6.07266], [0.96754, -4.52587, -5.20585], [0.40819, -3.01303, -5.93340], [0.59781, -2.70749, -3.50911], [2.78635, -1.23181, -5.07815], [2.12867, -0.71705, -3.51990], [1.07912, -0.79090, -4.94693], [-6.32696, 3.06298, 3.01393], [-6.75125, 2.52524, 1.80380], [-8.08553, 2.60359, 1.42917], [-8.99353, 3.23288, 2.27235], [-8.57543, 3.77890, 3.48678], [-7.24090, 3.68554, 3.85130], [-5.28099, 2.99539, 3.30483], [-6.03212, 2.03438, 1.14219], [-8.41246, 2.17729, 0.48642], [-10.03609, 3.30085, 1.98469], [-9.31082, 4.30800, 4.20428], [-6.91988, 4.10468, 4.79774], [1.84284, -5.06338, 2.67315], [-9.31918, 5.67860, -2.23853], [-8.32853, 5.25653, -1.67334], [-7.82789, 3.75553, -2.67958], [-6.83462, 3.28763, -2.13881], [-8.41244, 4.81460, -0.66191], [-7.39353, 5.85024, -1.68546], [-7.73376, 4.16098, -3.70284], [-8.75350, 3.15438, -2.70030], [8.17023, -2.38712, 3.66985], [9.18571, -2.57786, -2.54127], [-9.83983, 5.11016, 5.91148]], "forces_ev_per_a": [[-0.4, 1.2, 0.2], [0.6, -1.0, -0.2], [-0.9, -0.2, 1.2], [0.8, -0.8, -0.5], [-0.1, 0.4, 0.5], [0.0, -0.3, -0.4], [0.4, 0.0, 1.0], [-1.5, 0.9, 1.5], [1.2, -0.5, -1.7], [-0.7, 0.0, -1.0], [0.8, -0.6, 0.0], [-0.3, 0.1, 0.5], [-1.2, 0.8, -1.2], [0.0, 0.7, -1.4], [0.1, -0.1, -0.3], [0.1, -0.1, -0.3], [0.0, 0.4, 0.2], [-0.1, 0.1, -0.3], [-0.1, 0.0, -0.4], [-0.2, 0.2, -0.2], [0.0, 0.5, 0.5], [-0.6, -0.2, -0.5], [0.2, -0.1, -0.3], [-0.3, 0.4, -0.9], [0.9, -0.7, 0.2], [0.2, 0.1, 0.2], [-0.2, 0.1, -0.1], [-0.4, 0.2, -0.1], [0.5, 0.0, 0.0], [-0.1, 0.0, 0.0], [0.4, -0.5, 0.3], [0.3, -0.3, -0.3], [-1.0, 0.6, 0.1], [-0.8, 1.3, -0.9], [0.2, -0.3, 1.2], [-1.5, -0.7, -0.4], [0.6, 0.5, 0.0], [-1.1, 0.3, 0.2], [0.4, -0.2, 0.2], [0.8, -0.4, 0.0], [0.0, -0.2, -0.2], [0.3, -0.2, 0.4], [-0.8, 0.2, -0.2], [1.5, -0.2, -0.6], [-0.8, 0.4, 0.0], [-0.6, 0.0, 0.8], [0.1, 0.0, 0.1], [0.1, 0.0, 0.1], [0.0, -0.1, 0.0], [0.1, -0.1, 0.2], [0.2, -0.1, 0.0], [0.1, -0.1, 0.1], [0.0, 0.0, 0.0], [0.1, 0.0, -0.1], [0.4, 0.0, -0.2], [-0.1, 0.1, -0.1], [0.3, 0.0, 0.1], [-0.9, 0.3, 0.0], [0.1, 0.0, 0.0], [0.0, 0.0, 0.0], [-0.1, -0.1, 0.0], [0.0, 0.0, 0.0], [0.0, 0.0, 0.0], [1.2, -0.9, -1.2], [-0.1, 0.0, 0.0], [1.7, -1.9, 2.3], [-0.1, -0.6, -0.8], [-0.6, 4.0, 3.7], [0.6, -4.5, -3.8], [0.4, 0.6, 0.9], [-0.3, -1.0, -0.5], [0.3, -0.4, -1.0], [0.3, 1.2, 0.5], [-0.4, 0.5, 1.2], [0.0, 0.3, 0.2], [0.8, 0.2, 0.5], [-0.5, 0.6, 1.2]], "orbital_gap_ev": 1.9, "e_tot_ha": -5492.3101, "max_force_ha_per_bohr": 0.11521, "homo_energy_ev": -5.0}

Entry 2:
{"formula": "C23H34Br34N2O4P3", "method": "wB97M-V/def2-TZVPD", "species": ["C", "C", "C", "C", "C", "C", "Br", "C", "N", "C", "C", "C", "P", "P", "O", "O", "O", "C", "N", "P", "C", "O", "H", "H", "H", "H", "H", "H", "H", "H", "H", "H", "H", "H", "H", "H", "H", "H", "H", "H", "H", "H", "H", "H", "H", "C", "Br", "Br", "Br", "H", "C", "Br", "Br", "Br", "H", "C", "Br", "Br", "Br", "H", "C", "Br", "Br", "Br", "H", "C", "Br", "Br", "Br", "H", "C", "Br", "Br", "Br", "H", "C", "Br", "Br", "Br", "H", "C", "Br", "Br", "Br", "H", "C", "Br", "Br", "Br", "H", "C", "Br", "Br", "Br", "H", "C", "Br", "Br", "Br", "H"], "positions_angstrom": [[1.34789, -1.65844, -3.47278], [1.18345, -0.46609, -3.48604], [0.91597, 0.98412, -3.66952], [-0.06343, 1.54701, -2.62288], [-1.34713, 0.71477, -2.41764], [-2.45269, 0.87432, -3.45554], [-1.97523, 0.66967, -5.35980], [-3.42941, 2.09210, -3.33033], [-4.50257, 1.62383, -4.26305], [-5.27579, 2.64042, -5.00266], [-4.99280, 2.65282, -6.52953], [-4.60937, 0.34236, -4.30781], [-5.81487, -0.48790, -5.45700], [-4.74855, -1.61764, -6.98383], [-5.54604, -2.79669, -7.35195], [-3.28087, -2.09398, -6.52251], [-4.52466, -0.67674, -8.27939], [-3.58724, -0.22063, -3.26302], [-4.39788, -0.09778, -1.98681], [-3.07223, -2.04988, -3.26753], [-2.66948, -2.36890, -1.47639], [-4.47520, -2.89208, -3.57220], [1.67046, -2.69723, -3.62636], [1.87992, 1.48708, -3.49826], [0.65136, 1.19124, -4.70744], [0.43818, 1.58447, -1.65048], [-0.30783, 2.57394, -2.93686], [-1.79586, 1.02137, -1.45620], [-1.07524, -0.34040, -2.30941], [-2.96809, 2.95927, -3.81218], [-3.80451, 2.29879, -2.32866], [-4.96887, 3.60966, -4.59837], [-6.34682, 2.55434, -4.79694], [-4.85838, 3.70046, -6.82364], [-5.87167, 2.28813, -7.06676], [-4.07864, 2.12872, -6.81185], [-6.50787, -1.49562, -4.75419], [-3.17269, -3.03570, -6.72337], [-3.62717, -0.82047, -8.61375], [-5.25251, 0.42860, -2.12833], [-3.83619, 0.32958, -1.25936], [-3.61175, -2.61826, -0.96856], [-1.92778, -3.16100, -1.37531], [-2.33729, -1.43583, -1.00635], [-5.20794, -2.39267, -3.17674], [2.85080, 2.59412, 0.53078], [2.90875, 4.34713, -0.26572], [1.34290, 2.38951, 1.71217], [2.89614, 1.19140, -0.78604], [3.74798, 2.48776, 1.12931], [-1.95063, 3.19619, 4.60166], [-1.19975, 1.60391, 3.81718], [-2.65783, 4.38574, 3.25792], [-3.25689, 2.77238, 5.94936], [-1.13972, 3.71635, 5.09403], [1.26662, 0.72762, 7.06017], [1.36875, 2.51351, 6.31999], [-0.24720, 0.53617, 8.23342], [1.27918, -0.61822, 5.67887], [2.15782, 0.57744, 7.65674], [-3.28284, -1.76778, 2.95639], [-2.51455, -3.35773, 2.18270], [-4.02933, -0.60552, 1.60591], [-4.56362, -2.18430, 4.32559], [-2.47682, -1.22169, 3.42893], [4.77966, -0.90240, 2.52288], [5.75738, -0.22671, 1.00706], [4.55135, 0.45055, 3.87799], [3.08745, -1.67096, 2.00100], [5.37041, -1.69843, 2.95636], [2.03235, -6.06943, -2.58510], [1.35606, -4.29344, -2.21521], [2.43070, -6.28629, -4.45678], [3.54604, -6.49713, -1.47408], [1.24711, -6.77169, -2.34116], [2.96073, 3.29251, 9.51276], [2.83854, 4.82488, 10.67289], [4.66273, 3.21370, 8.60759], [2.58521, 1.65119, 10.45283], [2.20102, 3.40588, 8.75468], [6.34255, 4.81781, -2.77957], [6.27969, 6.40021, -1.68000], [7.95972, 4.73309, -3.82238], [6.08136, 3.21829, -1.73543], [5.51749, 4.88103, -3.47514], [7.60219, -4.23953, 2.91324], [8.58282, -3.54312, 1.40951], [7.39913, -2.91679, 4.30282], [5.89587, -4.96377, 2.38160], [8.18284, -5.05180, 3.32813], [7.78289, 2.64418, 5.42591], [8.90278, 3.47188, 4.09498], [7.82648, 0.72155, 5.30090], [8.20491, 3.25070, 7.20559], [6.76607, 2.95186, 5.22108], [-3.28760, -5.92358, 6.66787], [-1.97759, -4.53361, 6.41065], [-4.68449, -5.36819, 7.87345], [-3.99992, -6.54608, 4.98756], [-2.78024, -6.75927, 7.12918]], "forces_ev_per_a": [[0.7, -0.1, -0.8], [-0.4, 0.4, -0.5], [0.9, -0.5, 0.8], [-0.5, 0.0, -0.4], [0.2, 0.6, -0.2], [-1.8, -1.0, 1.3], [0.8, 0.1, 0.4], [1.7, -0.2, -2.2], [-1.0, 0.4, 0.6], [0.1, 0.6, -0.6], [-0.4, 0.6, 0.3], [1.0, -1.0, 0.5], [-0.9, 1.5, -0.7], [0.8, -2.5, -1.5], [-0.6, 0.6, 0.7], [-0.3, 1.1, -0.2], [0.3, 0.3, 1.5], [-1.6, -0.4, 0.6], [0.4, 0.1, -0.6], [1.9, -1.1, -1.3], [-1.3, 0.9, -0.2], [0.1, 1.4, 0.5], [-0.5, 1.6, 0.0], [-0.2, 0.0, -0.1], [-0.2, -0.1, 0.2], [-0.1, 0.1, -0.3], [0.0, -0.2, 0.3], [0.1, -0.1, -0.2], [0.0, 0.2, -0.2], [-0.3, 0.1, 0.4], [0.0, -0.1, -0.2], [0.0, -0.3, 0.2], [0.2, -0.4, 0.0], [0.0, -0.2, 0.0], [0.4, -0.2, 0.0], [-0.2, -0.1, 0.1], [0.9, -0.1, 0.2], [-0.1, -0.1, 0.2], [0.0, 0.2, -0.1], [0.1, 0.2, 0.3], [-0.2, -0.2, 0.2], [0.3, -0.2, 0.0], [-0.1, 0.1, -0.2], [0.2, -0.4, 0.0], [-0.2, -0.6, 0.3], [0.1, 0.0, 0.1], [-0.2, 0.0, 0.1], [0.1, 0.0, -0.1], [0.1, 0.0, 0.0], [0.0, 0.0, 0.0], [-0.1, 0.0, 0.1], [-0.2, 0.0, 0.0], [0.0, -0.1, 0.1], [0.1, 0.0, -0.1], [0.0, 0.0, 0.0], [-0.1, -0.2, 0.0], [0.1, -0.1, 0.0], [0.0, 0.0, -0.2], [0.0, 0.1, 0.1], [0.0, 0.1, 0.0], [0.1, -0.1, 0.2], [-0.1, 0.1, 0.0], [-0.1, 0.0, 0.0], [0.0, 0.0, -0.1], [0.0, 0.0, 0.0], [-0.1, 0.0, 0.0], [0.1, -0.1, 0.2], [-0.2, 0.0, -0.2], [0.1, 0.0, 0.0], [0.0, 0.0, 0.0], [0.0, -0.1, 0.2], [0.0, -1.3, 0.6], [0.0, 0.1, 0.1], [-0.1, 0.1, -0.1], [0.0, 0.0, 0.0], [0.1, 0.1, 0.1], [0.0, -0.1, -0.1], [-0.1, 0.0, 0.0], [0.1, 0.1, 0.0], [0.0, 0.0, 0.0], [0.0, 0.0, 0.0], [0.0, -0.1, 0.0], [-0.1, 0.0, 0.1], [0.2, 0.0, -0.1], [0.0, 0.0, 0.0], [0.0, 0.0, -0.1], [-0.1, 0.0, 0.1], [0.0, -0.1, 0.0], [0.1, 0.1, 0.0], [0.0, 0.0, 0.0], [-0.1, 0.0, 0.0], [-0.1, -0.1, 0.1], [0.3, 0.1, 0.1], [0.0, 0.0, -0.1], [0.0, 0.0, 0.0], [0.0, 0.0, 0.0], [0.0, 0.0, 0.0], [0.1, 0.0, -0.1], [0.0, 0.1, 0.1], [0.0, 0.0, 0.0]], "total_charge": 1, "orbital_gap_ev": 6.5, "e_tot_ha": -89847.4152, "max_force_ha_per_bohr": 0.05849, "homo_energy_ev": -11.0}

Entry 3:
{"formula": "C23H34BrN3O2", "method": "wB97M-V/def2-TZVPD", "species": ["C", "C", "C", "C", "C", "C", "C", "C", "O", "C", "C", "C", "N", "C", "C", "C", "C", "Br", "C", "C", "N", "C", "N", "C", "C", "C", "C", "C", "O", "H", "H", "H", "H", "H", "H", "H", "H", "H", "H", "H", "H", "H", "H", "H", "H", "H", "H", "H", "H", "H", "H", "H", "H", "H", "H", "H", "H", "H", "H", "H", "H", "H", "H"], "positions_angstrom": [[-1.47209, -2.74963, 4.58588], [-1.40776, -2.54116, 3.11373], [-0.60412, -1.32795, 2.33897], [-1.08949, 0.20704, 2.65079], [-2.33038, 0.63534, 3.66510], [-3.71996, 0.40529, 2.76381], [-3.95924, 1.56639, 1.63070], [-4.91112, 1.05229, 0.36264], [-4.28384, -0.08139, -0.38740], [-5.18332, -0.36232, -1.54035], [-0.32240, 1.43065, 1.87503], [0.92109, 1.16385, 0.80941], [1.51929, 2.36994, 0.14297], [2.60375, 2.02968, -0.83939], [3.28930, 3.30505, -1.66424], [2.32589, 4.66907, -1.57044], [0.98887, 4.56182, -2.54679], [3.33904, 6.34405, -2.14434], [3.06846, 0.49362, -1.10664], [4.27679, 0.27310, -2.24165], [5.10209, -0.99731, -1.95016], [5.98651, -1.14912, -3.20453], [2.53138, -0.75515, -0.46490], [1.43312, -0.34371, 0.47523], [0.64581, -1.58586, 1.27181], [1.08220, -3.15873, 1.04022], [0.28594, -3.91403, -0.17805], [-0.66297, -2.93728, -1.09541], [-0.50859, -5.04023, 0.35854], [-0.57905, -3.00971, 5.29678], [-2.54747, -2.69553, 5.09597], [-2.01609, -3.29160, 2.42211], [-2.31855, -0.05025, 4.63672], [-2.24729, 1.78343, 3.91820], [-4.64543, 0.24825, 3.46681], [-3.53097, -0.61981, 2.18665], [-4.46070, 2.50452, 2.17244], [-2.97561, 1.98269, 1.13450], [-4.92808, 1.96442, -0.40117], [-6.00252, 0.77322, 0.73921], [-5.41042, -1.51383, -1.52686], [-6.19785, 0.21219, -1.35905], [-4.72926, -0.02815, -2.57556], [-0.68921, 2.54524, 2.07691], [4.32336, 3.64332, -1.17365], [3.39606, 2.95406, -2.77582], [1.97694, 4.89798, -0.46612], [-0.02686, 4.56712, -1.95128], [0.96593, 5.53639, -3.22771], [0.97542, 3.57933, -3.20889], [3.70086, 0.04282, -3.25234], [4.98767, 1.19715, -2.33894], [4.42181, -1.80944, -2.00705], [5.73749, -0.29390, -3.99537], [7.12596, -0.96651, -2.91082], [5.81081, -2.20103, -3.70300], [2.25005, -3.29071, 0.84577], [0.86978, -3.78337, 2.03080], [1.09449, -4.38224, -0.92003], [-1.03980, -3.60404, -2.00664], [-1.61245, -2.63829, -0.48015], [-0.06405, -2.03757, -1.54895], [-0.55926, -5.77943, -0.34401]], "forces_ev_per_a": [[-0.5, 0.3, -2.4], [0.4, 0.2, 1.6], [2.8, 1.1, -1.6], [3.0, 1.4, -2.3], [0.1, -0.4, -1.4], [0.9, -1.0, -0.5], [-0.4, 0.0, -0.1], [0.8, 1.1, 0.3], [-2.3, 1.4, -0.2], [-0.6, -0.3, 0.2], [0.1, -3.7, 0.2], [-0.2, -0.3, -0.1], [2.5, -5.4, -2.0], [-2.3, -1.3, 2.3], [-0.6, 0.3, 0.9], [-1.5, -1.2, 0.2], [-0.3, 0.5, -0.3], [-0.4, -1.3, 0.4], [-0.6, -0.5, 1.0], [-1.6, -1.0, 0.6], [-1.0, 0.5, -2.2], [0.8, 0.5, -0.4], [-1.7, 7.6, 0.5], [-1.4, -0.8, 1.3], [-1.7, 1.7, 1.5], [0.1, -0.1, 0.5], [0.6, 0.2, -1.6], [-0.1, -1.2, -0.2], [0.7, -0.3, -1.7], [-1.5, 2.0, -1.4], [2.3, -1.6, -1.4], [0.4, 2.5, 1.5], [0.0, 1.6, -2.2], [0.1, -2.4, -0.3], [1.7, 0.5, -1.4], [-0.6, 2.1, 1.2], [0.8, -2.0, -1.4], [-1.7, -1.2, 1.2], [-0.4, -1.8, 1.7], [2.3, 0.5, -0.9], [0.5, 2.2, -0.2], [1.9, -1.2, -0.6], [-0.7, -0.6, 2.2], [1.1, -2.7, -0.6], [-2.1, -1.2, -1.2], [0.0, 0.9, 2.1], [1.0, -0.7, -2.4], [2.2, -0.1, -0.9], [0.0, -2.4, 1.3], [0.3, 2.1, 1.4], [1.1, 1.1, 1.8], [-1.5, -1.8, 0.3], [0.9, 1.5, 0.4], [0.4, -2.0, 1.5], [-2.5, -0.7, -0.7], [0.6, 2.1, 1.0], [-2.6, 0.7, 0.4], [0.2, 1.5, -2.1], [-1.5, 1.1, 1.6], [0.8, 1.4, 1.9], [1.9, -0.2, -1.2], [-1.2, -1.6, 1.1], [0.2, 2.0, 1.6]], "de_lowest_kj_mol": 2016.2, "orbital_gap_ev": 6.8, "e_tot_ha": -3784.8056, "max_force_ha_per_bohr": 0.15149, "homo_energy_ev": -7.9}